w) DFT (ωB97M-V with the def2-TZVPD basis set) results for a 3-piece molecular cluster, CH7O3 overall.

The LUMO energy comes out at 0.1566 hartree. As for the net charge: -1. The spin multiplicity is 1. For the frontier orbital gap, the calculation gives 8.12 eV. As for the highest occupied orbital energy: -3.86 eV.

```
11
CH7O3, DFT ωB97M-V with the def2-TZVPD basis set
O 1.084 -0.879 -0.372
O -1.215 -0.017 -0.280
O -2.867 -0.387 1.785
C 1.930 0.137 -0.768
H -2.135 0.191 1.991
H 2.895 -0.377 -0.952
H -2.459 -0.513 0.884
H 1.890 0.852 0.061
H 0.245 -0.497 -0.481
H 1.626 0.612 -1.678
H -0.995 0.879 -0.189
```

=====

x) DFT (ωB97M-V with the def2-TZVPD basis set) results for a 3-piece molecular cluster, CH7O3 overall.

The LUMO energy comes out at 0.1655 hartree. As for the net charge: -1. The spin multiplicity is 1. For the frontier orbital gap, the calculation gives 8.58 eV. As for the highest occupied orbital energy: -4.07 eV.

```
11
CH7O3, DFT ωB97M-V with the def2-TZVPD basis set
O -0.059 0.088 0.064
O 2.031 -0.586 1.274
O -2.039 -0.950 -0.992
C 0.057 1.425 -0.276
H -0.929 1.929 -0.333
H -2.764 -0.541 -0.523
H -1.210 -0.492 -0.499
H 0.512 1.518 -1.272
H 2.653 -0.875 0.587
H 1.220 -0.403 0.623
H 0.628 2.023 0.457
```

=====

Stability summary - winner: x); margin: 0.686 eV.

=====

w) DFT (ωB97M-V with the def2-TZVPD basis set) results for one molecule with the formula C21H23NO8.

The LUMO energy comes out at -0.0111 hartree. The spin multiplicity is 1. As for the SMILES: COCc1cc([C@H]2C(C(=O)c3ccco3)=C(O)C(=O)N2CCOCCO)ccc1O. For the frontier orbital gap, the calculation gives 8.17 eV. As for the highest occupied orbital energy: -8.48 eV.

```
53
C21H23NO8, DFT ωB97M-V with the def2-TZVPD basis set
O 4.915 1.524 0.510
O 0.490 1.023 -2.820
O -5.237 0.665 4.895
O -0.749 -1.895 -4.406
O -0.844 -3.627 0.337
O 3.103 3.272 1.607
O -3.491 -0.673 3.135
O 0.078 -3.263 -2.289
N -1.078 -1.325 0.399
C 0.878 2.848 0.963
C -0.650 -2.239 -5.689
C -1.511 -1.140 1.757
C 4.945 1.686 -0.891
C 0.567 -0.411 -5.428
C 2.190 2.408 1.115
C -2.982 -0.690 1.829
C 0.152 -1.367 -6.372
C -0.322 -2.236 -1.544
C -3.896 0.403 5.206
C 1.540 0.268 0.237
C 2.520 1.094 0.758
C -0.780 -2.515 -0.153
C 0.080 -0.121 -2.928
C -3.020 0.384 3.952
C -0.809 -0.216 -0.500
C -0.005 -0.781 -4.229
C 0.237 0.714 0.068
C -0.087 2.009 0.445
C 3.935 0.596 0.944
C -0.356 -0.905 -1.768
H -0.037 -4.065 -1.743
H -0.864 -0.399 2.239
H -3.799 -0.565 5.716
H 1.204 0.435 -5.583
H -3.089 0.304 1.367
H -1.408 -2.102 2.266
H -3.602 -1.407 1.284
H -1.729 0.353 -0.684
H 4.064 -0.362 0.422
H 3.993 2.895 1.485
H -1.188 -3.110 -6.009
H -3.112 1.340 3.416
H 0.642 3.861 1.248
H 0.405 -1.405 -7.411
H 5.704 2.438 -1.097
H 5.216 0.746 -1.384
H 3.977 2.021 -1.277
H -5.500 0.031 4.216
H 4.144 0.440 2.009
H -1.095 2.373 0.315
H -3.568 1.199 5.877
H 1.798 -0.743 -0.048
H -1.970 0.234 4.235
```

=====

x) DFT (ωB97M-V with the def2-TZVPD basis set) results for one molecule with the formula C21H23NO8.

The LUMO energy comes out at 0.0271 hartree. The spin multiplicity is 1. As for the SMILES: COc1cc(CC(=O)OCC(=O)Nc2ccc3c(c2)OCCO3)cc(OC)c1OC. For the frontier orbital gap, the calculation gives 8.39 eV. As for the highest occupied orbital energy: -7.65 eV.

```
53
C21H23NO8, DFT ωB97M-V with the def2-TZVPD basis set
O 2.948 -1.069 -0.348
O -1.313 4.042 -0.250
O -0.775 0.958 -2.410
O 1.661 1.091 -1.784
O -0.608 -3.750 1.569
O 1.171 2.963 0.648
O -2.669 -2.990 1.099
O 0.958 -1.336 2.876
N -1.200 -0.919 2.238
C -0.186 -1.688 2.688
C -2.386 2.080 0.520
C -0.286 -0.171 -1.823
C 1.650 -1.174 -0.771
C 1.089 3.949 -0.359
C -0.143 4.820 -0.129
C 3.399 -1.957 0.652
C -1.221 2.818 0.358
C -1.207 -3.676 -0.693
C -2.355 0.852 1.144
C 0.017 1.074 1.483
C -0.417 -2.417 -0.990
C -0.009 2.297 0.826
C -1.154 0.349 1.641
C -2.129 0.979 -2.788
C 1.069 -0.087 -1.440
C 3.027 1.323 -1.520
C -1.020 -1.323 -1.593
C -0.621 -3.157 2.869
C 0.897 -2.325 -0.566
C -1.617 -3.463 0.740
H 3.255 2.267 -2.015
H -0.093 5.266 0.874
H -2.056 -1.384 -1.883
H -2.340 0.241 -3.569
H -2.104 -1.370 2.138
H -1.614 -3.240 3.321
H -2.306 1.979 -3.179
H -2.087 -3.755 -1.328
H 2.008 4.533 -0.297
H 1.341 -3.168 -0.063
H -0.219 5.612 -0.877
H -0.578 -4.559 -0.784
H -2.787 0.806 -1.931
H 2.719 -1.969 1.507
H 3.533 -2.971 0.263
H 0.121 -3.700 3.454
H -3.262 0.275 1.248
H -3.309 2.495 0.147
H 1.009 3.464 -1.340
H 3.658 0.535 -1.935
H 4.367 -1.567 0.964
H 0.956 0.698 1.849
H 3.217 1.419 -0.450
```

=====

Stability summary - winner: x); margin: 0.392 eV.

=====

w) DFT (ωB97M-V with the def2-TZVPD basis set) results for a 3-piece molecular cluster, C4H16NO2 overall.

The LUMO energy comes out at -0.1145 hartree. As for the net charge: +1. The spin multiplicity is 1. For the frontier orbital gap, the calculation gives 11.45 eV. As for the highest occupied orbital energy: -14.56 eV.

```
23
C4H16NO2, DFT ωB97M-V with the def2-TZVPD basis set
O -0.494 -4.264 -1.049
O 1.022 -0.832 -3.281
N -0.147 0.065 -1.009
C -0.900 0.878 -0.027
C 0.025 1.552 1.020
C 1.162 0.616 1.506
C -0.863 1.938 2.201
H -0.868 1.173 2.981
H 0.808 -0.009 2.315
H 1.643 -0.020 0.762
H -1.207 -4.915 -1.094
H 0.787 -1.231 -4.133
H 1.883 1.287 1.958
H -0.448 -0.017 -1.990
H -1.905 2.097 1.939
H -0.513 2.834 2.725
H -1.562 0.237 0.536
H 0.497 2.412 0.555
H 0.790 0.449 -1.100
H -1.484 1.641 -0.534
H 1.964 -0.630 -3.423
H -0.182 -4.352 -0.138
H -0.006 -0.908 -0.720
```

=====

x) DFT (ωB97M-V with the def2-TZVPD basis set) results for a 3-piece molecular cluster, C4H16NO2 overall.

The LUMO energy comes out at -0.1065 hartree. As for the net charge: +1. The spin multiplicity is 1. For the frontier orbital gap, the calculation gives 11.73 eV. As for the highest occupied orbital energy: -14.63 eV.

```
23
C4H16NO2, DFT ωB97M-V with the def2-TZVPD basis set
O 3.926 0.275 2.817
O 1.902 0.927 1.257
N 0.719 0.742 -1.025
C -1.611 -0.970 0.671
C -2.594 -0.925 -1.935
C -1.459 -0.563 -0.878
C -0.891 0.799 -1.155
H 2.759 0.681 1.867
H 1.179 0.797 0.075
H -1.422 -1.971 0.703
H -1.244 1.577 -0.507
H 1.142 0.807 1.879
H -0.730 -0.476 1.388
H 4.127 -0.385 3.529
H -3.126 -1.884 -1.720
H -1.136 1.107 -2.126
H -0.642 -1.276 -1.134
H 1.111 1.590 -1.447
H 4.692 0.959 3.163
H 1.264 -0.067 -1.661
H -2.614 -0.743 1.073
H -3.300 0.027 -1.947
H -2.050 -1.029 -2.889
```

=====

Stability summary - winner: w); margin: 1.749 eV.

=====

w) DFT (ωB97M-V with the def2-TZVPD basis set) results for a 3-piece molecular cluster, C4H16NO2 overall.

The LUMO energy comes out at -0.1082 hartree. As for the net charge: +1. The spin multiplicity is 1. For the frontier orbital gap, the calculation gives 12.76 eV. As for the highest occupied orbital energy: -15.70 eV.

```
23
C4H16NO2, DFT ωB97M-V with the def2-TZVPD basis set
O 1.539 -1.211 1.955
O 2.492 -0.130 -0.981
N -0.191 0.381 0.371
C -0.650 -0.592 -1.884
C -1.163 0.358 -0.823
C -0.393 1.519 1.288
C -2.518 -0.067 -0.241
H -1.223 1.406 -1.111
H -0.373 -0.454 0.888
H -0.913 -1.629 -1.684
H -1.271 1.368 1.902
H -0.435 2.464 0.749
H -1.002 -0.257 -2.856
H 0.803 0.350 0.136
H 1.480 -2.091 1.552
H 3.071 -0.326 -0.241
H -2.489 -1.131 -0.003
H -2.861 0.628 0.507
H 0.471 1.682 1.910
H -3.228 -0.043 -1.075
H 0.430 -0.547 -1.887
H 2.666 0.776 -1.250
H 2.142 -1.383 2.688
```

=====

x) DFT (ωB97M-V with the def2-TZVPD basis set) results for a 3-piece molecular cluster, C4H16NO2 overall.

The LUMO energy comes out at -0.1070 hartree. As for the net charge: +1. The spin multiplicity is 1. For the frontier orbital gap, the calculation gives 11.92 eV. As for the highest occupied orbital energy: -14.83 eV.

```
23
C4H16NO2, DFT ωB97M-V with the def2-TZVPD basis set
O -2.615 0.474 -1.428
O 2.566 0.784 -1.740
N 0.110 1.184 -0.527
C -0.368 -2.143 0.263
C -0.565 -0.981 1.208
C 0.640 1.304 0.847
C 0.605 -0.056 1.579
H -1.351 -2.446 -0.095
H -3.067 -0.148 -0.840
H 0.645 0.103 2.653
H 2.698 1.086 -2.652
H -0.811 0.736 -0.486
H -1.480 -0.379 1.035
H 1.526 -0.590 1.333
H -1.004 -1.317 2.159
H -0.025 2.089 -0.983
H -0.027 1.952 1.395
H 0.236 -1.915 -0.609
H 0.054 -3.011 0.760
H 3.200 0.058 -1.672
H 0.701 0.647 -1.174
H -3.336 0.909 -1.898
H 1.668 1.662 0.872
```

=====

Stability summary - winner: w); margin: 0.057 eV.